No. 1
{
  "formula": "C35H72HgNO17S7",
  "method": "ωB97M-V/def2-TZVPD",
  "symbols": ["Hg", "O", "C", "O", "O", "H", "C", "C", "N", "C", "C", "C", "C", "H", "H", "H", "H", "H", "H", "H", "H", "H", "H", "H", "H", "H", "H", "H", "C", "C", "C", "S", "O", "O", "C", "H", "H", "H", "H", "H", "H", "H", "H", "C", "C", "C", "S", "O", "O", "C", "H", "H", "H", "H", "H", "H", "H", "H", "C", "C", "C", "S", "O", "O", "C", "H", "H", "H", "H", "H", "H", "H", "H", "C", "C", "C", "S", "O", "O", "C", "H", "H", "H", "H", "H", "H", "H", "H", "C", "C", "C", "S", "O", "O", "C", "H", "H", "H", "H", "H", "H", "H", "H", "C", "C", "C", "S", "O", "O", "C", "H", "H", "H", "H", "H", "H", "H", "H", "C", "C", "C", "S", "O", "O", "C", "H", "H", "H", "H", "H", "H", "H", "H"],
  "positions_angstrom": [[-2.49, 1.88, -2.62], [0.73, 0.80, 0.01], [-0.19, 1.00, -0.99], [-0.38, 2.17, -1.43], [-0.98, 0.10, -1.38], [1.05, 1.70, 0.06], [-0.78, -3.65, 5.13], [0.61, -3.07, 5.32], [1.04, -2.00, 4.36], [2.48, -1.71, 4.57], [3.41, -2.82, 3.95], [0.24, -0.87, 4.54], [0.48, 0.12, 3.42], [-0.83, -4.16, 4.17], [-1.56, -2.89, 5.14], [-1.02, -4.35, 5.93], [0.62, -2.69, 6.34], [1.38, -3.84, 5.28], [2.70, -0.73, 4.13], [2.66, -1.54, 5.63], [4.41, -2.45, 4.16], [3.36, -3.82, 4.38], [3.25, -2.85, 2.87], [0.31, -0.40, 5.52], [-0.80, -1.14, 4.41], [1.36, 0.76, 3.52], [-0.24, 0.94, 3.47], [0.48, -0.43, 2.48], [-5.95, -2.35, -3.10], [-5.06, -3.35, -2.37], [-3.57, -2.89, -2.52], [-3.43, -1.62, -3.86], [-2.50, -2.10, -4.89], [-3.27, -0.35, -3.18], [-5.21, -1.87, -4.35], [-6.13, -1.50, -2.44], [-6.98, -2.60, -3.35], [-5.09, -4.34, -2.82], [-5.34, -3.51, -1.32], [-2.80, -3.54, -2.94], [-3.10, -2.45, -1.65], [-5.19, -2.68, -5.09], [-5.52, -1.02, -4.95], [-2.78, 4.51, 2.54], [-1.48, 3.92, 1.89], [-1.03, 4.73, 0.68], [-2.63, 5.11, -0.28], [-3.02, 4.02, -1.13], [-2.58, 6.46, -0.87], [-3.69, 5.02, 1.32], [-2.47, 5.29, 3.24], [-3.13, 3.64, 3.08], [-1.62, 2.86, 1.67], [-0.61, 3.98, 2.55], [-0.27, 4.27, 0.06], [-0.58, 5.69, 0.93], [-4.48, 4.31, 1.10], [-4.18, 5.99, 1.40], [-0.24, -3.31, 1.65], [-0.71, -4.80, 1.27], [0.21, -5.34, 0.18], [0.51, -3.89, -0.95], [-0.53, -3.94, -1.92], [1.95, -3.73, -1.36], [0.24, -2.65, 0.33], [0.60, -3.42, 2.34], [-1.05, -2.75, 2.11], [-1.74, -4.72, 0.93], [-0.69, -5.39, 2.19], [-0.15, -6.20, -0.37], [1.24, -5.52, 0.50], [-0.58, -2.06, -0.08], [1.17, -2.12, 0.48], [2.47, 0.57, -4.22], [2.18, -0.89, -4.45], [0.64, -0.97, -4.31], [-0.07, 0.59, -5.09], [-0.89, 1.33, -4.17], [-0.58, 0.35, -6.43], [1.56, 1.35, -5.24], [3.53, 0.70, -4.44], [2.24, 0.76, -3.17], [2.75, -1.59, -3.84], [2.59, -1.06, -5.45], [0.41, -1.08, -3.26], [0.22, -1.82, -4.84], [1.47, 2.40, -4.95], [1.93, 1.26, -6.26], [4.29, -1.47, 0.58], [4.18, -0.26, 1.55], [4.51, 1.01, 0.70], [5.13, 0.47, -0.91], [6.54, 0.11, -0.82], [4.72, 1.42, -1.95], [4.08, -1.04, -0.87], [3.65, -2.30, 0.86], [5.27, -1.88, 0.79], [4.81, -0.50, 2.40], [3.21, -0.10, 2.01], [5.28, 1.70, 1.05], [3.56, 1.47, 0.44], [4.48, -1.66, -1.67], [3.02, -0.83, -1.01], [4.60, 5.17, -1.88], [3.52, 4.68, -2.84], [2.19, 4.45, -2.14], [2.60, 4.57, -0.33], [2.12, 3.37, 0.39], [2.41, 5.90, 0.24], [4.40, 4.38, -0.61], [4.43, 6.24, -1.76], [5.55, 4.95, -2.37], [3.91, 3.84, -3.42], [3.37, 5.35, -3.69], [1.82, 3.42, -2.17], [1.31, 5.06, -2.33], [4.61, 3.34, -0.84], [5.01, 4.60, 0.27], [-3.26, -0.89, 2.49], [-3.88, -1.66, 1.31], [-4.98, -0.72, 0.75], [-4.13, 0.94, 0.70], [-4.96, 1.99, 1.32], [-3.49, 1.22, -0.62], [-2.82, 0.49, 1.87], [-2.41, -1.44, 2.89], [-3.87, -0.81, 3.39], [-4.28, -2.66, 1.49], [-3.11, -1.81, 0.56], [-5.77, -0.58, 1.48], [-5.44, -0.93, -0.21], [-2.67, 1.24, 2.64], [-1.83, 0.36, 1.42]],
  "lowdin_spin": [0.433, 0.004, 0.009, 0.062, 0.020, 0.000, 0.000, 0.000, 0.000, 0.000, 0.000, 0.000, 0.000, 0.000, 0.000, 0.000, 0.000, 0.000, 0.000, 0.000, 0.000, 0.000, 0.000, 0.000, 0.000, 0.000, 0.000, 0.000, 0.000, 0.001, 0.003, 0.014, 0.001, 0.089, 0.001, 0.000, 0.000, 0.000, 0.000, 0.000, 0.000, 0.000, 0.000, 0.001, 0.000, 0.000, 0.014, 0.092, 0.002, 0.003, 0.000, 0.000, 0.000, 0.000, 0.000, 0.000, 0.000, 0.000, 0.000, 0.000, 0.000, 0.000, 0.000, 0.000, 0.000, 0.000, 0.000, 0.000, 0.000, 0.000, 0.000, 0.000, 0.000, 0.001, 0.000, 0.001, 0.017, 0.108, 0.003, 0.003, 0.000, 0.000, 0.000, 0.000, 0.000, 0.000, 0.000, 0.000, 0.000, 0.000, 0.000, 0.000, 0.000, 0.000, 0.000, 0.000, 0.000, 0.000, 0.000, 0.000, 0.000, 0.000, 0.000, 0.000, 0.000, 0.000, 0.000, 0.000, 0.000, 0.000, 0.000, 0.000, 0.000, 0.000, 0.000, 0.000, 0.000, 0.000, 0.001, 0.000, 0.002, 0.015, 0.003, 0.087, 0.003, 0.000, 0.000, 0.000, 0.000, 0.000, 0.000, 0.000, 0.000],
  "e_lumo_ev": [0.06, 0.05],
  "s2": 0.752,
  "multiplicity": 2,
  "gap_ha": [0.21810, 0.31501]
}


No. 2
{
  "formula": "C2H14O4S",
  "method": "ωB97M-V/def2-TZVPD",
  "symbols": ["C", "S", "C", "H", "H", "H", "H", "H", "H", "O", "H", "H", "O", "H", "H", "O", "H", "H", "O", "H", "H"],
  "positions_angstrom": [[-1.37, -0.57, 0.86], [-0.30, -1.92, 1.43], [1.32, -0.99, 1.23], [-2.42, -0.90, 1.16], [-1.10, 0.39, 1.42], [-1.18, -0.47, -0.29], [1.84, -1.40, 0.39], [1.80, -1.15, 2.11], [1.13, 0.00, 1.05], [0.49, -0.04, -1.65], [0.39, -1.09, -1.74], [1.05, 0.75, -1.75], [-0.27, 2.50, -1.13], [-1.11, 2.80, -1.52], [-0.16, 1.47, -1.43], [0.08, -2.72, -1.67], [-0.57, -2.19, -2.15], [-0.25, -2.84, -0.77], [0.18, 2.46, 1.70], [0.47, 3.32, 1.95], [-0.05, 2.57, 0.77]],
  "nbo_charge": [-0.772, 0.109, -0.673, 0.228, 0.254, 0.222, 0.212, 0.212, 0.230, -1.109, 0.551, 0.531, -1.006, 0.480, 0.497, -0.921, 0.468, 0.500, -0.973, 0.466, 0.496],
  "e_lumo_ev": 0.47,
  "smiles": "CSC.O.O.O.O",
  "multiplicity": 1,
  "e_above_lowest_ev": 2.206,
  "gap_ha": 0.33672
}


No. 3
{
  "formula": "C6H12N2",
  "method": "ωB97M-V/def2-TZVPD",
  "symbols": ["C", "C", "C", "N", "C", "N", "H", "H", "H", "H", "H", "H", "C", "C", "H", "H", "H", "H", "H", "H"],
  "positions_angstrom": [[-2.29, 2.39, -0.89], [-1.25, 1.40, -1.26], [-1.14, 0.09, -0.90], [0.00, -0.38, -1.52], [0.53, 0.66, -2.21], [-0.22, 1.73, -2.12], [-2.80, 2.05, 0.01], [-3.01, 2.62, -1.69], [-1.91, 3.41, -0.74], [-1.74, -0.43, -0.18], [0.26, -1.33, -1.31], [1.35, 0.49, -2.89], [1.51, -1.07, 2.52], [1.51, -2.09, 1.38], [1.31, -1.57, 3.47], [2.51, -0.66, 2.66], [0.83, -0.25, 2.34], [1.92, -1.73, 0.43], [0.50, -2.41, 1.18], [2.12, -2.93, 1.72]],
  "nbo_charge": [-0.638, 0.088, -0.126, -0.529, 0.170, -0.456, 0.213, 0.221, 0.228, 0.213, 0.421, 0.194, -0.604, -0.604, 0.203, 0.203, 0.207, 0.195, 0.194, 0.207],
  "e_lumo_ev": 0.85,
  "smiles": "Cc1c[nH]cn1.CC",
  "multiplicity": 1,
  "e_above_lowest_ev": 0.239,
  "gap_ha": 0.34659
}


No. 4
{
  "formula": "C14H11N3O3S",
  "method": "ωB97M-V/def2-TZVPD",
  "symbols": ["O", "C", "C", "C", "O", "C", "N", "N", "C", "N", "C", "C", "C", "C", "C", "C", "C", "C", "C", "S", "O", "H", "H", "H", "H", "H", "H", "H", "H", "H", "H", "H"],
  "positions_angstrom": [[0.55, 2.73, -2.39], [0.20, 1.85, -1.61], [-0.28, 0.55, -2.20], [-0.51, 0.16, -3.55], [-0.16, 1.01, -4.54], [-1.21, -1.13, -3.91], [-1.84, -1.89, -3.04], [-2.63, -2.76, -3.76], [-2.45, -2.56, -5.05], [-1.46, -1.55, -5.19], [0.32, 1.88, -0.08], [1.06, 2.72, 0.64], [0.94, 2.29, 1.99], [0.01, 1.33, 2.05], [-0.63, 0.74, 3.34], [0.27, -0.49, 3.64], [1.47, -0.35, 4.35], [2.14, -1.67, 4.61], [1.50, -2.71, 3.87], [-0.03, -2.23, 3.22], [-0.22, 0.93, 0.80], [-0.53, -0.04, -1.33], [0.50, 1.65, -4.14], [-2.95, -2.99, -5.88], [-1.39, -0.83, -5.89], [1.47, 3.65, 0.23], [1.37, 2.71, 2.90], [-0.56, 1.42, 4.16], [-1.68, 0.43, 3.02], [1.78, 0.62, 4.76], [3.05, -1.77, 5.22], [1.91, -3.70, 3.75]],
  "nbo_charge": [-0.600, 0.515, -0.410, 0.379, -0.672, 0.256, -0.249, -0.261, 0.146, -0.543, 0.135, -0.216, -0.334, 0.354, -0.464, -0.170, -0.276, -0.245, -0.421, 0.420, -0.415, 0.239, 0.533, 0.215, 0.428, 0.247, 0.221, 0.246, 0.249, 0.223, 0.229, 0.242],
  "e_lumo_ev": -0.52,
  "smiles": "O=C(/C=C(\\O)c1nnc[nH]1)c1ccc(Cc2cccs2)o1",
  "multiplicity": 1,
  "e_above_lowest_ev": 3.437,
  "gap_ha": 0.29075
}


| no. | molar mass (u) |
| --- | --- |
| 1 | 1204.0 |
| 2 | 134.2 |
| 3 | 112.2 |
| 4 | 301.3 |